ORCA calculation (ωB97M-V/def2-TZVPD) on C30H51BrN4P2V as an isolated structure in a non-equilibrium geometry.

Summary:
highest occupied orbital energy: -17.06 eV
strongest force on any atom: 0.0847 hartree/bohr
spin multiplicity: 2
expectation value of S²: 0.7515
electronic energy: -5591.757555 hartree
charge: +4
Kohn-Sham gap: 2.915 eV

Geometry as XYZ:
```
89
Properties=species:S:1:pos:R:3:forces:R:3
C -3.9673 -5.4153 -6.6493 0.0674 -0.2739 0.1494
C -4.2748 -4.0835 -6.3186 0.0579 0.0535 0.2106
C -5.3960 -3.5058 -6.9464 -0.0356 0.2277 -0.1477
C -6.1265 -4.2603 -7.8746 0.5068 0.2730 0.6101
N -5.8005 -5.5141 -8.1753 -0.1459 -0.2017 -0.2337
C -4.7561 -6.0916 -7.5889 0.3040 0.5437 0.4528
C -3.4588 -3.3528 -5.3611 -0.5107 -0.4663 -0.8008
C -2.7552 -2.7347 -4.5767 0.3998 0.0744 -0.1043
C -2.0908 -1.9576 -3.6019 -1.3127 -0.7632 -1.6708
C -1.9379 -2.5271 -2.3316 -0.0361 0.1893 1.9886
C -1.8450 -1.6419 -1.2448 -0.0314 -0.0598 -2.1754
C -1.7985 -0.2135 -1.5156 2.4681 -2.9611 2.0264
C -1.5986 0.2744 -2.7979 -0.1930 0.1703 -0.7147
C -1.7841 -0.6040 -3.8600 -0.2032 0.3261 0.3308
V -0.2481 -0.5467 -0.3881 -0.3992 3.5662 0.1468
P -1.9529 -0.2105 1.4554 -1.1663 0.3946 1.7702
H -5.7036 -2.4910 -6.7131 0.0716 -0.1218 -0.0702
H -3.1328 -5.9222 -6.1760 -0.0619 0.0553 -0.1068
H -6.9958 -3.8256 -8.3755 0.2895 -0.2113 0.1530
H -4.5221 -7.1249 -7.8567 -0.1451 0.3446 0.0267
H -1.7693 -0.2556 -4.8922 0.0959 -0.0708 0.2335
H -2.0638 -3.6011 -2.1583 0.0015 0.3740 -0.2708
H -1.3529 1.3148 -2.9733 0.1405 -0.2007 0.0715
H -1.8520 -2.0501 -0.2240 -0.2585 -0.1575 -0.0357
C -1.5847 0.9758 2.8171 1.2522 0.3057 -0.3463
C -2.7544 1.5532 3.6071 -0.5772 -0.0353 0.1101
H -1.0247 1.7927 2.3389 -0.1438 -0.2131 0.4134
H -0.8752 0.4609 3.4815 -0.1162 0.0800 -0.1304
H -2.3613 2.1872 4.4118 0.0531 -0.1891 -0.2070
H -3.3951 2.1928 2.9912 0.1492 -0.0747 0.1528
H -3.3794 0.7856 4.0736 0.1266 0.2826 -0.1245
C -3.5679 0.3656 0.7671 0.1775 0.1831 -0.7825
C -4.6710 -0.6776 0.6317 -0.2877 -0.2856 0.0192
H -3.3140 0.7483 -0.2349 -0.1791 0.0815 0.3408
H -3.9129 1.2229 1.3590 0.2375 -0.2823 -0.0336
H -5.4872 -0.2527 0.0306 0.2088 -0.1095 0.1914
H -4.3278 -1.5823 0.1124 -0.1437 0.1548 0.1366
H -5.1011 -0.9633 1.6011 0.1763 0.0449 -0.3517
C -2.2504 -1.7946 2.3528 0.7049 -0.5024 -0.7996
C -3.0953 -1.7279 3.6202 -0.2969 0.1651 0.4136
H -1.2452 -2.1729 2.6039 -0.2254 0.0131 -0.0112
H -2.6815 -2.5087 1.6355 0.0286 0.0866 0.1779
H -3.2351 -2.7465 4.0040 0.0911 0.1921 -0.1665
H -2.6026 -1.1499 4.4093 -0.0978 -0.1787 -0.1841
H -4.0944 -1.3103 3.4490 0.2821 -0.0977 0.0403
Br -0.1935 1.9020 -0.0879 0.0499 -1.2918 -0.1355
P -2.8789 4.3665 -2.3179 1.0046 -2.7931 0.6213
C -3.5850 3.6304 -0.7843 -0.6068 0.6491 -0.0960
C -4.2896 4.7279 0.0251 -0.1331 0.1575 0.4263
H -2.7493 3.1754 -0.2292 -0.1454 0.1699 -0.2616
H -4.2976 2.8366 -1.0682 0.2626 0.3871 -0.1189
H -4.9978 4.2881 0.7367 0.1651 0.1710 -0.1288
H -3.5603 5.3213 0.5893 -0.2107 -0.0380 -0.1215
H -4.8472 5.4092 -0.6334 0.0444 -0.2313 0.3125
C -1.0666 4.4546 -2.0654 0.2059 1.0011 0.2556
C -0.3789 5.5934 -2.8331 0.1545 0.0630 -0.1383
H -0.6445 3.4791 -2.3566 -0.3846 0.2041 -0.0401
H -0.9079 4.5757 -0.9809 -0.1439 0.0853 -0.3186
H 0.6501 5.7003 -2.4713 -0.2385 0.0260 -0.1461
H -0.3424 5.3777 -3.9070 -0.0185 0.1134 0.1927
H -0.8983 6.5483 -2.6861 0.2092 -0.2204 -0.0038
C -3.1378 3.0338 -3.5580 -0.0596 0.7653 -0.6565
C -4.3566 3.3747 -4.4190 -0.2566 -0.1050 -0.2630
H -3.2817 2.0774 -3.0354 -0.0200 0.4673 0.1092
H -2.2227 2.9677 -4.1702 -0.2958 0.1575 0.1102
H -4.3739 2.7407 -5.3108 -0.1031 0.1795 0.1445
H -5.2844 3.2093 -3.8593 0.1280 0.0922 -0.1532
H -4.3227 4.4251 -4.7314 -0.0956 -0.3003 -0.1216
C 2.4870 -3.3837 2.2751 -0.0336 -0.0235 0.3423
N 3.1673 -2.4436 1.3855 -1.4852 0.7115 -1.2284
C 4.5836 -2.7009 1.1416 0.9337 -0.1101 0.0687
C 2.4214 -1.6761 0.5562 2.3402 -0.6032 0.6378
N 1.0786 -1.7515 0.5375 -2.1660 0.1419 0.5119
N 3.0288 -0.8285 -0.3103 -1.3300 -0.0977 -0.2235
C 4.2587 -0.0990 -0.0053 0.9775 0.4552 -0.1352
C 2.1761 -0.2948 -1.3676 0.7026 -0.5455 0.4233
H 3.2754 -3.9397 2.7870 -0.4769 0.0517 0.1130
H 1.8631 -4.0910 1.7094 0.1957 0.0693 0.1430
H 1.8864 -2.8432 3.0176 0.1389 -0.1985 -0.0303
H 4.8200 -2.7749 0.0658 -0.2171 0.0641 0.4971
H 5.2105 -1.9351 1.6233 -0.1374 -0.3955 -0.2464
H 4.8093 -3.6614 1.6183 0.0966 0.3079 -0.3181
H 0.7382 -2.3807 1.2682 0.2279 -0.1121 -0.4705
H 5.1364 -0.5668 -0.4728 -0.2855 0.1355 0.1642
H 4.1847 0.9191 -0.4126 -0.1198 -0.3094 0.1667
H 4.4342 -0.0121 1.0742 -0.2567 -0.0658 -0.3415
H 1.5941 -1.0988 -1.8492 0.2865 -0.0032 -0.1690
H 1.5105 0.5128 -0.9830 0.2391 0.0525 -0.0707
H 2.8300 0.1647 -2.1179 -0.4656 0.0394 -0.0012
```
Positions in Å, forces in eV/Å.



ORCA calculation (ωB97M-V/def2-TZVPD) on an isolated ion of composition C4H10N2O3P and charge +1 in a non-equilibrium geometry.

Summary:
highest occupied orbital energy: -13.96 eV
strongest force on any atom: 0.1205 hartree/bohr
energy relative to the best compared isomer or geometry (same formula, charge and spin): 282.2 kJ/mol
electronic energy: -834.618983 hartree
charge: +1
Kohn-Sham gap: 9.352 eV

Geometry as XYZ:
```
20
Properties=species:S:1:pos:R:3:forces:R:3
C -0.8346 -1.0361 0.1743 4.9627 0.2067 3.7029
C -2.0082 -1.6825 0.7368 0.4781 -1.9922 -2.8971
C -1.7301 0.4933 -1.4957 0.7402 0.4293 2.7478
C 3.1595 1.4789 0.7569 1.5993 4.1222 -2.5198
N 0.9731 -1.2353 1.1812 -2.6601 0.9845 -3.3822
N -0.6363 -0.1405 -0.6872 -1.4451 0.2593 -0.9711
O 0.6070 0.2863 -0.9961 1.1680 -0.2817 0.4360
O 2.2980 -1.6780 -1.1838 2.3259 1.1011 -0.9248
O 3.0137 0.2608 0.0513 1.0212 -0.3995 0.4930
P 1.7932 -0.6516 -0.0916 -2.5473 -1.2746 0.2019
H -2.3976 -2.1345 -0.2586 -0.1423 0.2606 1.6481
H -2.7714 -1.0649 1.1602 -0.1999 0.4952 0.4229
H -1.6494 -2.5310 1.3400 -0.4478 0.5300 0.0507
H -2.1239 -0.1571 -2.1736 -0.8116 -2.0357 -1.8628
H -2.5139 0.8361 -0.8345 -0.0291 0.0111 0.3258
H -1.3076 1.3098 -1.9695 0.8511 1.5863 -0.9688
H 4.2136 1.8407 1.0665 -1.4665 -1.8669 -0.4056
H 2.4669 1.6774 1.5125 -1.0479 -0.4822 1.4197
H 2.9274 2.2622 -0.0505 0.1916 -0.8474 1.1627
H 3.1833 -1.3952 -1.6637 -2.5401 -0.8062 1.3206
```
Positions in Å, forces in eV/Å.



ORCA calculation (ωB97M-V/def2-TZVPD) on a 6-piece molecular cluster, C9H33NO5P overall.

Summary:
highest occupied orbital energy: -12.32 eV
strongest force on any atom: 0.0099 hartree/bohr
electronic energy: -1134.638339 hartree
charge: +1
Kohn-Sham gap: 9.382 eV

Geometry as XYZ:
```
49
Properties=species:S:1:pos:R:3:forces:R:3
C 0.5809 0.3334 4.3514 0.0690 -0.0238 -0.0036
C -0.5692 0.2885 3.3298 -0.0409 0.1086 0.1516
P -0.2309 -0.6776 1.8456 0.0237 0.0796 -0.2213
C -0.1976 0.3088 0.2535 0.1350 0.1548 -0.0516
N 0.0854 1.6962 0.3939 0.0166 -0.1984 0.2443
C 1.4222 2.0310 0.8966 0.0518 0.1247 0.0120
H 0.1666 0.3907 5.3553 0.0278 0.0461 -0.0032
H 1.2165 -0.5512 4.3066 -0.0700 -0.0349 0.0492
H 1.2173 1.2024 4.1996 -0.0095 -0.0132 -0.0479
H -0.8283 1.2958 2.9951 -0.0710 -0.0331 0.0311
H -1.4677 -0.1435 3.7719 -0.0056 0.0174 -0.0202
H 0.9868 -1.3333 2.0346 0.0240 -0.0921 0.0069
H -1.1787 -1.6959 1.7530 -0.0168 -0.0657 -0.0248
H 0.5790 -0.1814 -0.3354 -0.0641 -0.0066 -0.0552
H -1.1447 0.1094 -0.2443 -0.0738 0.0397 0.1020
H -0.6405 2.1860 0.8996 -0.0390 0.1337 -0.2438
H 2.1097 1.2131 0.6737 0.0174 0.0485 -0.0464
H 1.8141 2.9214 0.4081 0.0008 -0.0334 -0.0194
H 1.4450 2.2139 1.9764 -0.0108 -0.1006 0.0028
C -1.3410 -5.1006 1.6231 -0.0260 -0.0354 -0.0741
O -0.3779 -4.4707 0.7714 0.0965 0.2618 -0.0975
H -1.4805 -6.1038 1.2321 -0.0173 -0.0067 0.0228
H -0.9768 -5.1694 2.6492 0.0120 0.0079 0.0011
H -2.3014 -4.5814 1.6001 -0.0096 0.0020 -0.0170
H -0.2801 -3.5493 1.0324 0.0707 -0.2763 0.3650
C 3.9117 5.0082 -0.9797 0.0408 0.0285 0.0219
O 4.1244 3.8707 -0.1437 -0.0611 -0.0940 -0.0567
H 3.2884 5.7002 -0.4171 -0.0017 0.0044 -0.0081
H 4.8543 5.5072 -1.2147 -0.0092 0.0228 0.0039
H 3.4017 4.7363 -1.9054 -0.0214 -0.0184 0.0157
H 4.6920 3.2596 -0.6229 -0.0080 0.0268 0.0262
C 1.8120 3.7468 -4.6643 0.0525 0.0290 -0.0026
O 2.1280 3.1011 -3.4343 -0.0542 -0.0608 0.0405
H 2.6204 4.4458 -4.8656 -0.0114 0.0047 -0.0175
H 1.7528 3.0383 -5.4933 0.0076 -0.0100 0.0051
H 0.8759 4.3065 -4.6023 -0.0017 0.0004 0.0131
H 1.4275 2.4746 -3.2328 0.0106 0.0440 -0.0178
C -0.7898 -2.1066 -2.2828 -0.0244 0.0282 -0.0640
O -1.0895 -2.3206 -0.9045 0.3214 0.1877 0.2286
H -1.2311 -1.1516 -2.5629 -0.0003 -0.0084 -0.0289
H 0.2864 -2.0680 -2.4708 -0.0083 -0.0005 0.0478
H -1.2247 -2.8857 -2.9099 -0.0293 -0.0016 0.0159
H -0.7308 -3.1773 -0.6340 -0.2891 -0.2807 -0.3077
C -4.4737 -2.8593 -0.8250 -0.0267 -0.0647 -0.0319
O -5.4288 -3.8999 -0.7453 0.0032 0.0314 0.0782
H -3.6104 -3.2642 -1.3474 0.0146 0.0249 0.0072
H -4.8448 -1.9953 -1.3842 -0.0096 0.0024 -0.0015
H -4.1455 -2.5241 0.1654 0.0075 0.0109 0.0220
H -6.2145 -3.5748 -0.2959 0.0075 -0.0115 -0.0517
```
Positions in Å, forces in eV/Å.



Please write out number 2 again, unchanged.
ORCA calculation (ωB97M-V/def2-TZVPD) on an isolated ion of composition C4H10N2O3P and charge +1 in a non-equilibrium geometry.

Summary:
highest occupied orbital energy: -13.96 eV
strongest force on any atom: 0.1205 hartree/bohr
energy relative to the best compared isomer or geometry (same formula, charge and spin): 282.2 kJ/mol
electronic energy: -834.618983 hartree
charge: +1
Kohn-Sham gap: 9.352 eV

Geometry as XYZ:
```
20
Properties=species:S:1:pos:R:3:forces:R:3
C -0.8346 -1.0361 0.1743 4.9627 0.2067 3.7029
C -2.0082 -1.6825 0.7368 0.4781 -1.9922 -2.8971
C -1.7301 0.4933 -1.4957 0.7402 0.4293 2.7478
C 3.1595 1.4789 0.7569 1.5993 4.1222 -2.5198
N 0.9731 -1.2353 1.1812 -2.6601 0.9845 -3.3822
N -0.6363 -0.1405 -0.6872 -1.4451 0.2593 -0.9711
O 0.6070 0.2863 -0.9961 1.1680 -0.2817 0.4360
O 2.2980 -1.6780 -1.1838 2.3259 1.1011 -0.9248
O 3.0137 0.2608 0.0513 1.0212 -0.3995 0.4930
P 1.7932 -0.6516 -0.0916 -2.5473 -1.2746 0.2019
H -2.3976 -2.1345 -0.2586 -0.1423 0.2606 1.6481
H -2.7714 -1.0649 1.1602 -0.1999 0.4952 0.4229
H -1.6494 -2.5310 1.3400 -0.4478 0.5300 0.0507
H -2.1239 -0.1571 -2.1736 -0.8116 -2.0357 -1.8628
H -2.5139 0.8361 -0.8345 -0.0291 0.0111 0.3258
H -1.3076 1.3098 -1.9695 0.8511 1.5863 -0.9688
H 4.2136 1.8407 1.0665 -1.4665 -1.8669 -0.4056
H 2.4669 1.6774 1.5125 -1.0479 -0.4822 1.4197
H 2.9274 2.2622 -0.0505 0.1916 -0.8474 1.1627
H 3.1833 -1.3952 -1.6637 -2.5401 -0.8062 1.3206
```
Positions in Å, forces in eV/Å.



- What is the formula in the third record?
  C9H33NO5P